Below is a structure of composition C25H60Li3N4O11 at a distorted geometry, with properties calculated with ωB97M-V/def2-TZVPD.

```
103
Properties=species:S:1:pos:R:3:forces:R:3:mulliken_charge:R:1
O 2.6299 5.0993 -0.8456 -0.118 -0.214 -0.179 -0.238
O -1.8326 0.2454 0.6042 -0.095 0.716 -0.102 -1.323
O -7.4006 1.1130 -0.8374 -0.096 -0.109 -0.107 -0.394
O -4.8037 -1.0124 -4.0953 -0.007 -0.124 0.108 -0.323
O -0.0910 2.5921 1.9508 -0.308 -0.530 -0.192 -0.205
O 3.1154 -5.6072 -1.4459 0.008 0.014 -0.208 -0.354
O -1.8714 -0.2576 3.5798 0.204 -0.244 -0.168 0.114
O 2.7762 -2.7868 -3.8543 -0.189 -0.065 -0.161 -0.320
O 0.1546 -0.7405 0.5082 0.264 0.067 -0.393 -1.101
O -1.4357 -1.1905 -1.0083 0.354 -0.583 -0.568 -1.042
O 2.5490 -2.3174 3.7355 -0.006 -0.128 -0.191 -0.440
N -4.6725 0.1828 -1.5809 0.515 0.258 -0.647 -0.270
N 0.7827 0.3321 3.8194 -0.230 -0.467 0.888 -0.111
N 2.7032 3.0277 1.5070 -0.452 0.026 -0.230 -0.282
N 1.8089 -2.9532 -1.2687 -0.183 0.306 -0.445 0.270
C 3.6672 4.8781 0.0907 0.466 0.087 -0.249 -0.723
C 3.0028 -3.3439 -0.5248 0.463 -0.103 0.348 -0.072
C 0.1980 -0.6753 4.7452 0.449 -0.227 -0.361 -0.759
C 2.4842 -1.2237 2.8391 -0.133 0.108 -0.106 -0.077
C 3.0998 4.4401 1.4133 -0.317 0.352 0.423 -0.637
C 2.9930 -4.8340 -0.2758 -0.355 -0.350 0.362 -0.791
C 3.1193 5.6306 -2.0641 0.073 0.199 0.283 -0.799
C 1.7618 2.5579 0.4715 0.461 0.044 -0.193 -0.442
C -3.2859 -0.2508 3.6019 -0.052 -0.410 -0.058 -0.703
C 2.9687 -1.6432 -3.0604 0.424 -0.139 0.302 -0.769
C 1.9253 -1.6512 -1.9644 -0.409 0.284 -0.321 -0.159
C -4.6584 -2.1104 -4.9721 0.044 0.179 -0.226 -0.756
C 4.3797 -5.5051 -2.0849 -0.145 0.234 0.279 -0.524
C 3.7933 -2.4498 4.3869 0.020 0.121 0.287 -0.780
C -3.5781 -0.4796 -3.6678 0.479 -0.042 -0.047 -0.344
C -4.9715 1.2796 -0.6555 0.255 0.455 0.097 0.640
C 3.5465 -2.7713 -5.0362 0.179 0.082 -0.095 -0.883
C -3.8574 0.6636 -2.7330 0.301 0.005 0.590 -0.546
C 2.2060 0.1116 3.5058 0.237 0.035 0.209 -0.077
C -1.4423 2.9455 2.2075 0.274 0.355 0.575 -0.633
C -6.2959 1.0578 0.0228 -0.047 -0.273 0.767 -0.869
C -1.3115 -0.5222 4.8473 0.222 0.125 0.754 -0.788
C 0.3558 3.0534 0.6736 -0.419 0.401 0.144 -0.411
C -7.6059 2.3708 -1.4631 0.130 -0.105 0.080 -0.659
C -0.9771 -0.4803 -0.0267 -1.252 -1.302 1.629 1.279
Li -3.2644 -0.7972 -0.3612 0.396 0.379 -0.419 0.902
Li -0.1215 -2.6231 -0.5003 0.397 0.795 -0.077 0.803
Li -0.4716 0.2708 2.2073 -0.120 0.332 -0.518 0.866
H 4.6028 -2.5688 -4.8192 -0.035 -0.060 0.025 0.353
H 2.1600 2.9542 2.3633 0.334 -0.078 0.179 0.205
H -4.0427 -2.9088 -4.5451 -0.050 0.025 0.140 0.301
H -7.3908 3.1940 -0.7743 -0.049 0.012 -0.004 0.337
H -3.6725 -1.2303 3.9089 0.078 0.034 0.012 0.310
H -2.0496 2.8683 1.3067 -0.078 -0.063 0.009 0.218
H 1.6874 -1.4390 2.1242 0.010 -0.030 0.020 -0.394
H -2.9523 -0.1509 -4.5112 -0.228 0.123 -0.055 0.423
H 3.9395 -3.1013 -1.0403 -0.155 0.144 -0.105 0.245
H -1.6013 0.2881 5.5317 0.102 0.012 -0.021 0.488
H 0.3016 4.1504 0.6655 0.185 -0.027 -0.033 0.601
H 2.1071 -0.8067 -1.2988 0.049 -0.290 0.356 -0.050
H 4.6227 -2.3900 3.6748 0.005 -0.059 -0.002 0.329
H -6.9785 2.4756 -2.3532 -0.005 0.060 0.005 0.205
H -5.6572 -2.4826 -5.1798 0.009 -0.073 -0.022 0.245
H -4.3519 1.5058 -3.2286 -0.088 -0.112 -0.099 0.517
H 2.2831 5.1384 1.6642 -0.053 -0.131 -0.195 0.306
H -3.6090 -0.0598 2.5822 -0.058 0.231 0.039 -0.058
H 2.4102 5.4118 -2.8580 -0.065 -0.053 0.028 0.241
H 2.0253 -5.1208 0.1521 0.065 0.028 -0.012 0.263
H 3.4622 -3.7475 -5.5063 -0.039 -0.016 0.016 0.273
H 0.9419 -1.4531 -2.4067 0.102 0.011 -0.064 0.255
H 4.4907 -4.5431 -2.5945 0.006 -0.046 -0.079 0.097
H 1.7332 -3.6142 -2.0453 0.032 -0.146 0.169 0.352
H -6.4179 1.7219 0.8917 0.017 0.302 -0.289 0.485
H -1.4937 3.9553 2.6325 -0.041 0.066 -0.286 0.329
H 4.2409 5.8080 0.2121 -0.111 -0.006 0.195 0.529
H -4.1909 -1.7875 -5.9102 -0.037 -0.046 0.011 0.294
H 2.9055 -0.7201 -3.6477 -0.105 -0.006 -0.009 0.553
H 3.9367 -1.6835 5.1588 0.028 0.027 -0.105 0.287
H 3.7496 -5.1135 0.4698 0.146 0.100 -0.164 0.443
H -6.2908 0.0549 0.4677 -0.150 -0.050 -0.213 0.292
H 0.4460 -1.6819 4.4091 -0.082 0.110 -0.285 0.376
H 4.0933 5.1968 -2.3090 -0.033 -0.020 -0.123 0.343
H -1.8169 2.2750 2.9830 -0.068 -0.110 -0.152 0.083
H 3.4184 -1.1407 2.2695 0.039 -0.032 0.067 0.653
H -2.8972 1.0294 -2.3552 -0.044 0.011 0.022 0.197
H 2.1089 2.8780 -0.5078 0.015 0.062 -0.023 0.493
H 3.9765 -1.6812 -2.6146 -0.025 0.122 -0.156 0.311
H -0.3394 2.7101 -0.1028 0.147 -0.228 -0.010 0.165
H -4.1760 1.3623 0.0985 -0.073 -0.155 0.005 -0.554
H 2.5252 0.9054 2.8301 -0.050 0.003 -0.061 -0.274
H -1.6959 -1.4557 5.2750 -0.208 0.055 -0.097 0.375
H 0.6674 -0.6083 5.7345 -0.244 0.046 0.105 0.399
H 4.3892 4.1418 -0.2994 -0.184 -0.086 0.039 0.364
H 3.0538 -2.8340 0.4402 -0.216 0.091 -0.033 -0.230
H 5.1851 -5.5999 -1.3475 0.036 -0.128 -0.089 0.336
H -4.9459 2.2565 -1.1529 -0.171 -0.047 -0.163 0.349
H 1.7743 1.4634 0.4525 -0.114 0.011 0.195 -0.222
H 3.8004 -3.4159 4.8864 0.013 -0.049 -0.088 0.298
H 3.2284 6.7174 -1.9757 0.088 -0.031 -0.078 0.279
H 2.8393 0.2030 4.3999 -0.079 -0.052 0.018 0.515
H -8.6492 2.4123 -1.7624 -0.020 0.002 -0.006 0.259
H 0.7386 1.1755 4.3866 -0.017 0.375 -0.575 0.167
H -3.6759 0.4924 4.3024 0.044 0.145 -0.121 0.371
H 3.8436 4.6227 2.1928 0.139 -0.149 -0.116 0.472
H 4.4324 -6.3050 -2.8161 0.051 -0.050 0.002 0.252
H -2.9586 -1.2162 -3.1308 -0.264 -0.141 -0.037 0.072
H 3.1908 -2.0035 -5.7323 -0.025 -0.020 0.040 0.331
H -5.5299 -0.1298 -2.0317 -0.155 -0.162 0.408 0.277
```
Positions in Å, forces in eV/Å.

Summary:
HOMO-LUMO gap: 8.56 eV
relative energy (zero: lowest compared OMol25 entry of this formula, charge and spin): 0.000 eV
HOMO: -10.904 eV
charge: +1
molar mass: 613.595 g mol⁻¹
total energy: -2057.74531 Eh
LUMO energy: -2.35 eV


Below is a cluster of 2 separate species, C3H3NOS2 in total at a distorted geometry, with properties calculated with ωB97M-V/def2-TZVPD.

```
10
Properties=species:S:1:pos:R:3:forces:R:3:mulliken_charge:R:1
S 1.7527 0.4965 2.2023 -0.631 -0.075 0.397 -0.231
S -1.7273 -1.7701 -2.5438 0.328 0.262 -0.794 -0.293
O 0.7948 -1.0959 -1.8605 1.289 0.686 -0.392 -0.300
N -0.5682 0.5647 0.7846 0.445 -0.659 -1.004 0.045
C -0.2590 -1.2703 -2.2610 -1.500 -1.310 0.657 0.610
C -1.2265 -0.0296 -0.0406 -1.858 -0.789 0.460 -0.325
C 0.4194 1.1738 1.2384 1.863 2.462 0.908 -0.243
H 2.5356 0.0538 1.2231 0.059 -0.099 -0.458 0.128
H 0.5147 2.2577 1.0069 -0.337 -0.833 0.369 0.335
H -2.2362 -0.3806 0.2506 0.343 0.354 -0.142 0.274
```
Positions in Å, forces in eV/Å.

Summary:
HOMO-LUMO gap: 8.87 eV
relative energy (zero: lowest compared OMol25 entry of this formula, charge and spin): 3.132 eV
HOMO: -8.406 eV
charge: 0
molar mass: 133.197 g mol⁻¹
total energy: -1042.38359 Eh
LUMO energy: 0.46 eV


Below is a structure of composition C18H19F3N3 at a distorted geometry, with properties calculated with ωB97M-V/def2-TZVPD.

```
43
Properties=species:S:1:pos:R:3:forces:R:3:mulliken_charge:R:1
F -3.1365 -0.5291 3.0522 0.357 -0.731 -1.292 -0.322
F 0.2070 -4.2923 -4.2519 0.379 1.326 0.644 -0.294
F -3.3272 -4.4678 0.3923 0.463 1.554 0.168 -0.293
N 1.0279 1.3245 2.2255 -0.170 -0.471 -0.921 0.052
N 1.0980 3.0831 0.9100 -0.236 -0.185 -0.347 0.045
N 0.1864 1.0632 -0.0102 1.227 5.395 2.969 -0.502
C -1.9622 -0.6130 0.9913 0.841 -0.140 0.078 -0.835
C 1.1881 -0.7828 -4.2406 -0.117 -0.390 -0.240 -0.604
C 0.6481 0.0449 2.7816 -0.163 -0.229 0.221 -0.901
C -3.2027 -2.5521 1.7916 0.303 0.289 -0.389 -0.673
C -2.8595 -3.1873 0.5970 -0.266 -0.931 -0.064 0.313
C 0.9620 -2.0858 -4.7095 -0.058 0.423 0.472 -0.525
C 0.8302 -0.4111 -2.9512 -0.351 -0.174 0.812 -0.586
C -0.2905 -0.8748 -0.7994 1.337 -4.704 -0.675 -0.254
C 0.4369 -3.0083 -3.8083 0.097 -0.714 -0.232 0.125
C 1.7357 3.5375 2.1285 0.431 0.703 0.125 -0.613
C 0.2044 -1.3303 -2.0489 0.211 -0.584 -2.114 0.953
C -1.4096 -1.3535 -0.1131 -2.943 -0.087 0.931 0.532
C 0.1316 -2.6952 -2.4925 -0.394 0.480 -0.075 -0.710
C -2.7649 -1.2345 1.9256 -0.419 0.295 0.547 0.462
C 0.7503 1.7847 0.9878 -0.455 0.595 -0.436 0.591
C 1.5571 2.3679 3.0764 0.082 -0.018 0.730 -0.693
C -2.0733 -2.6058 -0.3853 0.529 0.369 0.032 -1.139
C 1.1033 3.9033 -0.2833 0.109 0.137 -0.044 -0.918
H 2.8010 3.7519 1.9615 -0.238 0.022 -0.110 0.337
H 1.6446 -0.0492 -4.9063 -0.166 -0.207 0.206 0.396
H 0.8538 2.6145 3.8850 0.080 -0.198 -0.170 0.331
H 1.4255 -0.2737 3.4848 -0.125 0.008 -0.194 0.337
H -3.8035 -3.0364 2.5532 0.036 0.042 -0.140 0.502
H -0.3047 0.1129 3.3303 0.246 -0.002 -0.126 0.298
H 0.4569 -0.0231 -0.1616 -0.838 -1.266 -0.737 -0.018
H 0.5111 3.4332 -1.0725 0.121 0.186 0.148 0.335
H 1.2012 -2.3780 -5.7287 -0.040 0.010 0.245 0.454
H 2.1281 4.0592 -0.6537 -0.249 -0.082 0.094 0.322
H -0.1528 -3.4842 -1.8002 0.077 0.154 -0.390 0.898
H 2.4998 2.0456 3.5342 -0.189 0.074 -0.071 0.348
H 0.5467 -0.7098 1.9982 0.092 0.150 0.130 0.334
H -1.6932 0.4352 1.1068 -0.096 -0.414 0.163 0.739
H 0.9881 0.6132 -2.6071 -0.029 -0.278 -0.251 0.392
H -0.1448 1.5893 -0.8109 0.424 -0.004 0.102 0.075
H 1.2573 4.4501 2.5028 0.116 -0.143 -0.120 0.367
H -1.9230 -3.1197 -1.3298 -0.067 -0.015 0.418 1.022
H 0.6672 4.8832 -0.0516 0.052 -0.245 -0.098 0.319
```
Positions in Å, forces in eV/Å.

Summary:
HOMO-LUMO gap: 6.05 eV
HOMO: -11.079 eV
charge: +1
molar mass: 334.365 g mol⁻¹
total energy: -1160.78305 Eh
LUMO energy: -5.03 eV


Below is the molecule C9H18FNO3PS2 at a distorted geometry, with properties calculated with ωB97M-V/def2-TZVPD.

```
35
Properties=species:S:1:pos:R:3:forces:R:3:mulliken_charge:R:1
S -2.4558 -2.3588 -2.8635 -0.110 0.336 0.189 -0.340
S -2.0920 -2.0503 0.8426 -2.775 0.624 6.778 1.155
P -2.3156 -0.6426 -1.9566 -0.138 -1.168 -0.430 0.037
F -1.9971 -3.6661 0.1809 -0.064 3.569 1.110 -0.270
O -1.2896 -2.0331 2.1854 -1.888 -0.630 -5.675 -0.517
O -3.5614 -1.6414 1.1873 5.213 -1.896 -2.747 -0.563
O 1.0240 1.6064 -1.5397 0.796 -1.394 2.502 -0.495
N 1.1950 1.0607 -0.3123 -2.496 -0.484 -1.925 0.423
C -1.2744 -0.7877 -0.3366 0.758 0.578 -0.209 1.165
C 2.5359 -0.6323 -1.6319 0.146 0.201 -0.291 -1.436
C 0.4189 1.5286 2.1934 -0.094 0.371 0.284 -1.466
C 0.0608 1.4659 0.5803 -1.009 2.652 1.565 0.941
C 0.2004 -1.3844 -0.6772 -0.356 -0.572 -1.312 -1.499
C -0.2946 3.0498 0.1679 -0.648 -0.262 0.133 -1.197
C 1.4723 -0.4144 -0.3566 2.183 -2.411 -0.902 1.395
C 2.2470 -1.0351 0.9533 0.879 -0.506 0.641 -1.347
C -1.3343 0.6449 0.4268 -0.950 0.139 0.587 -1.387
H -2.1257 1.3419 -0.1331 1.733 -1.588 1.096 0.226
H 2.5287 -0.2484 1.7752 -0.714 -1.432 -1.666 0.268
H -1.0022 3.0938 -0.7905 1.875 -0.112 1.981 0.294
H 3.2809 -1.5167 0.6010 -2.295 1.190 0.697 0.390
H 2.0037 -0.5271 -2.6805 1.003 -0.223 2.280 0.320
H 0.4505 0.4710 2.7046 0.114 2.062 -1.123 0.314
H 1.4068 2.1561 2.3957 -1.975 -1.555 -0.556 0.308
H -0.4489 2.1407 2.7341 1.780 -1.425 -1.308 0.416
H 0.2217 -1.6051 -1.8498 -0.211 0.434 2.524 0.277
H 1.6602 -1.9403 1.4644 1.047 2.281 -1.101 0.260
H 3.3638 0.2045 -1.5945 -1.646 -1.709 0.082 0.365
H -1.7803 0.4808 1.5075 0.954 0.335 -2.220 0.328
H 3.0699 -1.6905 -1.5731 -1.339 2.232 -0.006 0.392
H -3.6243 -0.0390 -1.6751 1.387 -0.143 0.197 0.152
H -1.5942 0.2717 -2.8127 -0.317 0.035 1.123 0.142
H -0.9470 3.4622 1.0573 1.460 -0.616 -1.727 0.357
H 0.6903 3.6927 -0.0048 -2.275 -1.481 0.464 0.320
H 0.3066 -2.4586 -0.1692 -0.026 2.570 -1.033 0.275
```
Positions in Å, forces in eV/Å.

Summary:
HOMO-LUMO gap (alpha / beta): 8.14 / 8.06 eV
relative energy (zero: lowest compared OMol25 entry of this formula, charge and spin): 6.207 eV
HOMO (alpha / beta): -9.181 / -9.210 eV
charge: 0
molar mass: 302.353 g mol⁻¹
spin multiplicity: 2
total energy: -1871.49681 Eh
LUMO energy (alpha / beta): -1.04 / -1.15 eV


Q: Which formula does entry 3 have?
A: C18H19F3N3